Entry from OMol25: a cluster of 8 separate species, C10H36N12O10 in total in a non-equilibrium geometry (ωB97M-V/def2-TZVPD).

```
68
C10H36N12O10 | OMol25 | ωB97M-V/def2-TZVPD
N 3.3752 -0.2600 0.8747
C 4.2411 0.2980 0.1145
N 4.0365 -0.0994 -1.0881
O 5.0272 1.2114 0.4326
H 3.1664 -1.2263 0.6677
H 3.4709 -0.0147 1.8498
H 3.1641 -0.5679 -1.2868
H 4.7061 0.3069 -1.7259
N -5.4007 0.7761 -0.2712
C -4.6895 0.4162 -1.3240
N -5.1362 -0.6894 -1.8071
O -3.7233 1.0038 -1.7508
H -5.0083 1.6753 -0.0311
H -6.3576 0.4967 -0.1091
H -5.8393 -1.2253 -1.3187
H -4.6373 -1.3087 -2.4298
N 2.2286 -4.6586 -2.0346
C 2.2747 -3.4862 -1.5281
N 1.3147 -2.8867 -2.0753
O 2.9888 -2.9925 -0.6367
H 1.7568 -4.7794 -2.9194
H 2.9405 -5.2883 -1.6931
H 1.3227 -1.9240 -1.7700
H 0.6934 -3.3361 -2.7326
N -1.4704 -1.3288 3.0617
C -2.6503 -0.9312 3.4758
N -3.5045 -0.8997 2.5185
O -2.7744 -0.7167 4.7087
H -1.1791 -1.5317 2.1161
H -0.8855 -1.4771 3.8716
H -3.1789 -1.2216 1.6183
H -4.3892 -0.4915 2.7846
N -1.0156 -0.9410 -0.6858
C -0.3008 0.0843 -1.0832
N -1.0105 1.1856 -1.1841
O 0.8795 -0.1365 -1.2739
H -0.4730 -1.7543 -0.4324
H -2.0005 -0.8127 -0.8689
H -1.9951 1.1951 -0.9591
H -0.4620 2.0217 -1.3260
N 0.1378 -4.4951 0.5253
C -1.0416 -4.2497 1.0172
N -1.1173 -4.3349 2.3103
O -1.9402 -4.0850 0.2069
H 0.4315 -4.4671 -0.4406
H 0.8367 -4.7742 1.1990
H -0.2449 -4.4587 2.8039
H -2.0119 -4.2706 2.7748
O 2.1378 3.5979 -3.4632
C 1.9158 4.2063 -2.2352
C 0.5134 4.8514 -2.0183
O -0.4744 3.8762 -1.7226
H 1.3033 3.1750 -3.6787
H 2.0954 3.4206 -1.5013
H 2.6186 5.0316 -2.1209
H -0.0112 5.4839 -2.7343
H 0.6956 5.4453 -1.1226
H -1.1598 4.3344 -1.2308
O 1.8220 4.5232 2.5741
C 2.2342 3.2986 1.8378
C 1.0323 2.4045 1.4354
O 0.5504 1.6971 2.5602
H 1.6067 4.1806 3.4447
H 2.7615 3.5354 0.9137
H 2.9819 2.8473 2.4899
H 1.4515 1.7087 0.7086
H 0.1976 2.8029 0.8587
H 1.1720 1.0291 2.8584
```

## Properties
- SMILES string: NC(N)=O.NC(N)=O.NC(N)=O.NC(N)=O.NC(N)=O.NC(N)=O.OCCO.OCCO
- Frontier orbital gap: 8.850 eV
- Charge: 0
- Energy relative to the best compared isomer or geometry (same formula, charge and spin): 499.4 kJ/mol
- Multiplicity: 1



Entry from OMol25: a cluster of 8 separate species, C10H36O8 in total in a non-equilibrium geometry (ωB97M-V/def2-TZVPD).

```
54
C10H36O8 | OMol25 | ωB97M-V/def2-TZVPD
C 27.1550 -15.9730 10.0280
C 26.7440 -15.9470 11.4860
O 25.3840 -15.4930 11.5550
H 26.7460 -16.7950 9.5160
H 28.2070 -15.9740 9.9150
H 26.7770 -15.0390 9.6350
H 27.4580 -15.2290 12.0450
H 26.9220 -16.9090 11.9000
H 25.2340 -15.4260 12.5240
C 28.2370 -15.4350 6.8340
C 27.4170 -15.0990 5.6040
O 26.4210 -14.1070 5.6710
H 29.2180 -15.7100 6.3760
H 27.7250 -16.2070 7.3810
H 28.3600 -14.6120 7.4230
H 26.9050 -16.0380 5.3140
H 28.0160 -14.9680 4.6470
H 25.8790 -14.0380 4.8740
C 24.3650 -16.2140 8.2990
O 23.5660 -15.8070 9.4380
H 25.0940 -15.4020 8.1080
H 23.8270 -16.3190 7.3440
H 24.8720 -17.0920 8.6210
H 24.1350 -15.6380 10.2160
C 24.4330 -18.8830 11.2880
O 24.5280 -19.2180 9.9460
H 24.5700 -17.8820 11.3530
H 25.3780 -19.1760 11.7980
H 23.5600 -19.2910 11.8350
H 23.6810 -19.2780 9.4500
C 23.8550 -12.6910 12.9920
O 24.7620 -12.8050 14.0960
H 23.6950 -13.7090 12.5790
H 24.0720 -11.9390 12.1770
H 22.8400 -12.5910 13.3310
H 24.5100 -13.5210 14.7690
C 25.8790 -12.6140 8.7180
O 27.0660 -11.9310 9.0480
H 25.3790 -13.1440 9.5080
H 25.8640 -13.2750 7.8200
H 25.0310 -11.9730 8.6100
H 27.6700 -11.9740 8.2760
C 23.1620 -16.3360 13.7830
O 24.4770 -16.0300 14.1990
H 22.8470 -15.6900 12.9890
H 22.4780 -16.0840 14.6850
H 22.8890 -17.3680 13.6070
H 24.4690 -15.7120 15.0870
C 27.4340 -12.2370 11.8470
O 27.3150 -12.7970 13.1230
H 27.6940 -13.0700 11.1690
H 28.2340 -11.5030 11.9120
H 26.5030 -11.8420 11.5500
H 26.3660 -13.1170 13.1780
```

## Properties
- SMILES string: CCO.CCO.CO.CO.CO.CO.CO.CO
- Frontier orbital gap: 9.277 eV
- Charge: 0
- Energy relative to the best compared isomer or geometry (same formula, charge and spin): 531.7 kJ/mol
- Multiplicity: 1



Entry from OMol25: a cluster of 8 separate species, C10H36O8 in total (ωB97M-V/def2-TZVPD).

```
54
C10H36O8 | OMol25 | ωB97M-V/def2-TZVPD
C 1.3234 1.4899 3.2522
C 1.8059 2.7497 3.9128
O 3.1710 3.0328 3.5621
H 0.3221 1.1609 3.5325
H 2.0129 0.6680 3.4831
H 1.3502 1.5889 2.1645
H 1.6845 2.7344 4.9979
H 1.2433 3.6086 3.5405
H 3.7450 2.5352 4.1503
C 0.7913 -3.8829 1.5792
C -0.3488 -2.9987 1.9831
O -1.1493 -3.7044 2.9264
H 0.4262 -4.8172 1.1415
H 1.4092 -4.1485 2.4390
H 1.4371 -3.4042 0.8407
H -0.9489 -2.6902 1.1200
H 0.0522 -2.0653 2.4070
H -1.8130 -3.0972 3.2656
C -0.5598 -1.8227 -3.4640
C -1.6016 -1.9472 -4.5647
O -1.5990 -0.8171 -5.4344
H -0.7373 -2.5950 -2.7140
H -0.6701 -0.8385 -2.9970
H 0.4540 -1.8959 -3.8546
H -2.6001 -2.1115 -4.1478
H -1.4102 -2.8337 -5.1808
H -2.3203 -0.2362 -5.1785
C 1.6088 2.4292 -3.1702
O 0.9745 1.3650 -2.4819
H 0.8369 3.1365 -3.4576
H 2.3339 2.9306 -2.5210
H 2.1398 2.0763 -4.0553
H 1.4433 0.5512 -2.6769
C 3.3769 -1.1141 1.5372
O 2.4300 -1.0482 0.4633
H 3.8774 -0.1451 1.6300
H 2.7768 -1.2826 2.4223
H 4.1337 -1.8762 1.3655
H 2.8700 -1.0458 -0.3902
C -3.1841 1.9950 -1.7245
O -3.5216 1.7684 -3.0795
H -3.0476 3.0613 -1.5034
H -3.9977 1.6180 -1.1142
H -2.2502 1.5050 -1.4176
H -2.9074 2.2602 -3.6307
C -2.8681 1.6542 1.8802
O -1.9590 0.6263 2.2649
H -2.3493 2.5232 1.4547
H -3.5974 1.2746 1.1616
H -3.3938 2.0312 2.7593
H -1.3177 0.5635 1.5405
O -0.1832 -0.0077 0.2624
H 0.6834 -0.4256 0.3941
H -0.3777 -0.0863 -0.6754
```

## Properties
- SMILES string: CCO.CCO.CCO.CO.CO.CO.CO.O
- Frontier orbital gap: 9.845 eV
- Charge: 0
- Energy relative to the best compared isomer or geometry (same formula, charge and spin): 237.3 kJ/mol
- Multiplicity: 1



- Which formula does entry 2 have?
  C10H36O8



- Number 2 is which compound?
  C10H36O8



- charge of number 3 (C10H36O8)?
  0